# 1
15
Properties=species:S:1:pos:R:3 method="wB97M-V/def2-TZVPD" multiplicity=1 homo_ev="-13.6 / -13.5" lumo_energy_ev="-7.58 / -6.42" relative_energy_kcal_mol=189.59 charge=+1 energy_ha=-212.61822 gap_ev="6.0 / 7.1"
C 0.84 -0.32 -1.91
C 0.48 1.63 -0.02
C -0.38 -1.86 0.73
C -0.42 0.52 0.37
N 0.31 -0.70 0.40
H 1.79 -0.51 -1.56
H 0.44 -1.07 -2.55
H 1.51 1.65 -0.14
H -0.01 0.46 -2.03
H 0.00 2.57 0.16
H -0.22 -1.85 1.84
H 0.14 -2.78 0.33
H -1.42 -1.92 0.54
H -1.44 0.61 -0.16
H -0.72 0.82 1.41

***

# 2
49
Properties=species:S:1:pos:R:3 method="wB97M-V/def2-TZVPD" multiplicity=1 homo_ev=-9.0 lumo_energy_ev=0.71 relative_energy_kcal_mol=68.43 smiles="CCO[C@H]1OC(C(=O)NC2CC2)=C[C@@H](C2CC2)[C@@H]1CCCO" energy_ha=-1019.62273 gap_ev=9.7
C 1.85 1.32 3.19
C 0.39 1.28 2.76
H 0.17 2.11 2.09
O 0.12 0.04 2.12
C -0.66 0.11 0.96
C -0.98 -1.35 0.57
C -2.45 -1.69 0.83
C -3.45 -0.97 -0.07
C -4.89 -1.23 0.39
O -5.84 -0.54 -0.39
H -5.75 -0.81 -1.31
H -5.03 -0.86 1.41
H -5.10 -2.31 0.38
H -3.27 0.11 -0.07
H -3.35 -1.32 -1.11
H -2.68 -1.45 1.87
H -2.58 -2.77 0.70
C -0.51 -1.70 -0.86
C 0.83 -1.07 -1.08
C 1.03 0.18 -0.67
O 0.01 0.87 -0.04
C 2.31 0.92 -0.85
O 3.29 0.41 -1.37
N 2.28 2.18 -0.38
C 3.39 3.07 -0.44
C 3.60 4.05 0.67
C 3.15 4.53 -0.68
H 3.85 5.07 -1.30
H 2.13 4.87 -0.78
H 4.61 4.26 0.99
H 2.88 4.07 1.48
H 4.24 2.59 -0.89
H 1.41 2.52 0.01
H 1.62 -1.61 -1.57
C -0.45 -3.19 -1.08
C -0.33 -3.73 -2.47
C -1.60 -3.93 -1.70
H -2.47 -3.36 -2.01
H -1.84 -4.92 -1.35
H 0.31 -4.58 -2.65
H -0.34 -3.02 -3.29
H 0.10 -3.72 -0.31
H -1.20 -1.25 -1.58
H -0.38 -1.95 1.26
H -1.58 0.69 1.15
H -0.26 1.36 3.64
H 2.06 2.24 3.71
H 2.07 0.48 3.84
H 2.50 1.24 2.32